Record 1
C8H14BN in the gas phase in a non-equilibrium geometry, computed with ωB97M-V/def2-TZVPD.

## Properties
**Orbital gap**: 9.0 eV
**HOMO level**: -8.2 eV
**Energy relative to the best compared isomer or geometry (same formula, charge and spin)**: 0.588 eV

XYZ file:
```
24
Properties=species:S:1:pos:R:3:forces:R:3
B 0.211523 0.152760 -0.504579 1.168 -1.276 -0.228
C -2.107642 -1.502904 1.150742 1.748 0.731 -0.522
C -1.856684 -2.457815 0.116976 1.472 -0.028 0.503
C -1.047216 -0.698752 1.400926 -0.069 -2.487 -2.207
C -0.572428 -2.293338 -0.217250 -0.982 1.479 1.629
C 0.074503 -1.151536 0.433434 -1.420 0.590 1.647
C -0.523524 0.207127 -1.911470 -0.535 0.886 0.033
C 1.681379 1.144170 1.253151 0.776 -2.467 0.966
C 1.321207 2.395714 -0.768175 -0.581 -0.741 2.792
N 1.121610 1.097190 -0.037854 -0.555 2.142 -2.435
H -3.005246 -1.463516 1.594534 -3.131 0.391 1.855
H -2.441435 -3.276603 -0.232231 -0.737 -0.080 -0.207
H -0.942861 0.019008 2.137703 0.076 1.363 1.242
H -0.151386 -2.736675 -0.994305 2.056 -2.317 -3.182
H 0.925237 -1.396129 1.098707 -0.051 -0.152 -0.897
H -0.802284 -0.807657 -2.245001 0.076 0.624 0.045
H 0.049120 0.735340 -2.747383 -0.983 -0.572 1.185
H -1.495364 0.754736 -1.637357 1.096 -0.553 -0.916
H 1.185268 1.932589 1.795243 0.324 0.387 0.713
H 1.390950 0.139957 1.652636 0.553 1.368 0.592
H 2.818491 1.150279 1.311986 -1.295 0.544 -0.277
H 0.739228 2.437652 -1.654167 -0.504 0.193 -0.593
H 1.072899 3.213304 -0.017750 0.215 -0.631 -1.219
H 2.354656 2.405099 -0.978518 1.282 0.607 -0.519
```
Forces are in eV/Å.

---

Record 2
3 unconnected molecules or ions with the total composition C21H48F3N2OP, computed with ωB97M-V/def2-TZVPD.

## Properties
**Orbital gap**: 8.9 eV
**HOMO level**: -8.2 eV

XYZ file:
```
76
Properties=species:S:1:pos:R:3:forces:R:3
C 2.285325 0.131785 1.573608 -0.012 -0.019 0.017
C 1.193331 -0.223238 2.608678 -0.004 0.011 -0.019
C -0.255230 0.004365 2.118808 -0.005 0.012 0.061
C 1.381474 -1.630989 3.195253 -0.104 0.168 0.059
P 0.987544 -3.129512 2.151616 -0.138 -0.210 0.017
C 0.762216 -2.574703 0.394309 -0.093 0.056 -0.093
C 1.280843 -3.524367 -0.709057 -0.206 -0.058 -0.011
C 1.770526 -2.787530 -1.957282 -0.013 -0.034 -0.081
C 2.815214 -1.707891 -1.693544 0.060 -0.026 0.090
O 2.160898 -0.437810 -1.704660 0.051 0.032 -0.032
C 2.715659 -3.856985 2.146786 0.105 0.060 0.008
F 2.743107 -5.083108 1.595033 -0.030 -0.165 -0.085
F 3.682331 -3.142642 1.521474 0.004 0.103 -0.078
F 3.133281 -4.008256 3.420820 0.028 -0.001 0.126
H 2.943244 -0.719485 1.378698 -0.027 0.072 0.007
H 2.913812 0.948503 1.935436 -0.031 -0.040 -0.024
H 1.856769 0.439381 0.617610 0.030 -0.006 0.113
H 1.342729 0.450711 3.457951 -0.010 -0.045 -0.041
H -0.831215 0.578886 2.847747 0.019 -0.044 -0.048
H -0.800971 -0.932619 1.974019 0.047 0.068 -0.048
H -0.282324 0.550380 1.173194 -0.013 -0.027 0.063
H 2.402102 -1.736201 3.571228 -0.058 -0.004 -0.024
H 0.722941 -1.738028 4.063204 0.062 0.034 -0.036
H 1.115941 -1.557217 0.228773 0.100 -0.148 0.068
H -0.328436 -2.532877 0.303987 0.078 0.160 -0.033
H 0.461622 -4.183601 -1.011767 0.105 -0.057 0.077
H 2.071658 -4.184379 -0.358600 0.065 0.116 0.029
H 0.927962 -2.317647 -2.475002 0.085 0.026 0.029
H 2.186206 -3.529712 -2.645164 -0.051 0.040 0.020
H 3.599401 -1.735975 -2.458580 -0.071 0.036 0.012
H 3.295206 -1.877849 -0.719435 -0.012 -0.003 -0.100
H 2.808671 0.252085 -1.516920 -0.075 -0.083 -0.033
C 3.948372 5.331863 -2.056479 0.019 -0.011 0.006
C 3.701041 4.249916 -3.096200 -0.006 -0.004 -0.007
N 2.421397 3.582343 -2.929231 0.027 0.023 -0.002
C 2.296769 2.359586 -3.704685 -0.002 -0.077 0.016
C 2.321101 2.462402 -5.233725 -0.017 -0.001 -0.002
C 1.254005 4.450633 -2.915049 -0.049 0.009 0.013
C 1.025850 5.359436 -4.129145 -0.020 -0.003 0.010
H 3.826798 4.931637 -1.048840 -0.014 0.002 -0.002
H 4.964654 5.714975 -2.156360 -0.001 -0.003 0.008
H 3.268956 6.176880 -2.173228 -0.003 0.000 -0.008
H 4.472561 3.480590 -2.996473 0.004 0.003 -0.021
H 3.833638 4.685240 -4.099570 -0.014 0.002 0.001
H 1.378463 1.856998 -3.391843 0.007 -0.002 0.006
H 3.116374 1.702502 -3.395776 0.025 0.022 -0.024
H 1.396135 2.878444 -5.631451 0.014 0.024 0.004
H 2.443114 1.466368 -5.663390 -0.010 0.000 0.001
H 3.150751 3.076810 -5.586417 0.006 -0.005 0.005
H 1.311716 5.077746 -2.022396 0.032 -0.001 0.001
H 0.380882 3.809755 -2.769183 0.000 0.005 -0.009
H 1.942777 5.871793 -4.425233 -0.003 0.016 0.018
H 0.289232 6.125884 -3.881159 -0.010 -0.010 -0.007
H 0.653555 4.812502 -4.994048 0.039 -0.004 -0.008
C -5.609992 0.786013 1.950465 0.004 0.007 -0.020
C -5.223034 -0.608039 1.481968 0.007 -0.004 0.000
N -4.143951 -1.189689 2.261684 -0.038 0.003 0.004
C -3.553774 -2.367461 1.652276 0.151 -0.006 -0.024
C -4.421781 -3.620410 1.493486 0.006 -0.007 0.003
C -4.364301 -1.256106 3.698028 0.019 -0.003 0.042
C -5.603527 -2.009688 4.196320 0.015 0.000 0.018
H -4.734662 1.436370 1.983236 0.003 -0.006 0.012
H -6.336793 1.218560 1.261836 0.007 0.006 0.001
H -6.066343 0.775167 2.940950 -0.002 -0.008 0.002
H -4.867068 -0.547656 0.449441 -0.013 -0.014 -0.004
H -6.126509 -1.238266 1.457552 0.004 -0.004 0.013
H -2.660697 -2.624164 2.231843 -0.005 -0.023 -0.003
H -3.195902 -2.066768 0.661457 -0.029 0.012 -0.009
H -4.595725 -4.122345 2.444425 -0.019 0.020 0.002
H -3.919480 -4.332068 0.835452 0.004 -0.003 0.009
H -5.389863 -3.387022 1.047911 0.004 0.006 -0.006
H -4.407874 -0.233122 4.079124 -0.010 0.013 -0.027
H -3.466651 -1.697432 4.139382 -0.007 -0.005 0.000
H -6.495664 -1.730271 3.633329 -0.002 0.020 0.012
H -5.787626 -1.762976 5.243585 0.008 -0.014 0.003
H -5.488758 -3.090405 4.127914 -0.015 0.006 -0.036
```
Forces are in eV/Å.

---

Record 3
A gas-phase ion, C9H11N4 (charge +1) in a non-equilibrium geometry, computed with ωB97M-V/def2-TZVPD.

## Properties
**Charge**: +1
**Orbital gap (alpha / beta)**: 7.3 / 7.3 eV
**HOMO level (alpha / beta)**: -12.4 / -12.4 eV
**Energy relative to the best compared isomer or geometry (same formula, charge and spin)**: 3.731 eV

XYZ file:
```
24
Properties=species:S:1:pos:R:3:forces:R:3
C 3.773415 0.710990 -0.419681 -1.384 3.332 0.816
C 3.186906 -0.492034 -0.392370 2.287 -1.933 -0.258
C 2.972776 1.835049 0.014061 2.923 -1.128 0.827
C 1.868456 -0.673981 -0.101059 -2.776 1.828 0.240
C 1.072783 0.566952 0.023174 1.055 -2.491 0.407
C -1.100900 1.353681 0.499624 2.027 -0.199 0.504
C -2.567903 1.304834 0.158616 -0.369 2.122 1.558
C 0.244814 -2.625721 0.128005 -0.649 1.947 -0.498
C -4.506196 -0.027342 -0.396487 2.404 -1.848 0.914
N 1.728858 1.692695 0.230876 -3.225 0.171 -0.284
N 1.408135 -2.006138 0.076366 -1.004 -2.254 0.531
N -0.281663 0.544009 -0.086573 -1.567 0.277 0.106
N -3.075821 0.278562 -0.302336 0.015 -2.171 -0.655
H 4.796173 0.813737 -0.595503 1.377 0.201 -0.368
H 3.952268 -1.287943 -0.556188 -1.258 0.003 0.169
H 3.314373 2.741649 0.518173 0.861 -0.002 -0.991
H -0.659907 2.029388 1.347014 -1.221 -0.852 -1.565
H -3.185644 2.178053 0.502352 0.592 -0.468 -0.174
H 0.122741 -3.720107 0.176367 0.893 0.615 0.267
H -4.925398 0.362078 -1.250795 -0.979 0.898 -2.002
H -4.592553 -1.128880 -0.379130 0.031 0.508 -0.439
H -5.003368 0.271149 0.464258 -1.082 1.096 1.562
H 2.200554 -2.650140 0.283667 -0.541 0.570 -0.610
H -0.742908 -2.070529 0.057559 1.591 -0.223 -0.058
```
Forces are in eV/Å.

---

Number 1 is which compound?
C8H14BN